Entry 1:
{"formula": "CHNO4S", "method": "ωB97M-V/def2-TZVPD", "elements": ["C", "N", "O", "O", "O", "O", "S", "H"], "coordinates": [[-1.881, 2.592, 0.652], [-2.180, 3.710, 0.601], [-1.584, -0.436, -0.996], [-1.427, 1.447, 0.647], [-1.608, -1.071, 1.369], [-3.533, 0.069, 0.414], [-2.132, -0.247, 0.334], [14.346, -6.064, -3.020]], "forces_ev_per_angstrom": [[-0.7, 1.0, -0.5], [-0.3, 0.4, 0.2], [-0.3, 0.1, 1.1], [1.5, -2.2, 0.6], [0.6, 0.3, 0.6], [0.1, -0.1, 0.1], [-1.0, 0.5, -2.1], [0.0, 0.0, 0.0]], "total_charge": -2, "relative_energy_kj_mol": 112.9, "multiplicity": 1}



Entry 2:
{"formula": "C3H5NO", "method": "ωB97M-V/def2-TZVPD", "elements": ["C", "C", "C", "N", "O", "H", "H", "H", "H", "H"], "coordinates": [[1.934, 0.829, 0.143], [1.261, -0.157, -0.001], [0.337, -1.200, -0.206], [-1.480, 0.733, -0.034], [-1.277, -0.535, 0.410], [2.562, 1.658, 0.285], [0.403, -2.061, 0.440], [0.101, -1.406, -1.242], [-2.359, 0.767, -0.550], [-1.482, 1.372, 0.755]], "forces_ev_per_angstrom": [[-0.4, -0.7, 0.0], [0.4, 0.6, 0.0], [-3.1, 1.2, 0.8], [0.0, 0.6, -0.4], [2.6, -1.8, -0.7], [0.3, 0.5, 0.1], [0.0, -0.1, 0.0], [0.0, -0.1, 0.0], [0.2, 0.0, 0.2], [-0.1, -0.1, -0.1]], "total_charge": 0, "relative_energy_kj_mol": 493.4, "multiplicity": 1}



Entry 3:
{"formula": "C6H14HgO3", "method": "ωB97M-V/def2-TZVPD", "elements": ["H", "C", "H", "H", "H", "C", "O", "C", "C", "O", "C", "C", "O", "H", "H", "H", "H", "H", "H", "H", "H", "H", "H", "Hg"], "coordinates": [[-4.338, 0.065, 1.030], [-3.700, -0.565, 0.398], [-4.170, -0.899, -0.533], [-3.403, -1.446, 0.978], [-2.875, 0.206, 0.008], [2.941, -0.384, -2.579], [2.312, 0.132, -1.403], [0.957, -0.293, -1.214], [0.368, 0.531, -0.088], [1.215, 0.352, 1.074], [0.435, 0.237, 2.267], [-0.964, 0.587, 1.778], [-0.990, 0.055, 0.443], [3.826, 0.226, -2.782], [3.234, -1.426, -2.399], [2.241, -0.308, -3.420], [0.942, -1.359, -0.946], [0.407, -0.110, -2.146], [0.081, 1.536, -0.438], [0.790, 0.933, 3.034], [0.542, -0.803, 2.599], [-1.078, 1.678, 1.708], [-1.747, 0.116, 2.378], [2.974, 0.938, 0.253]], "forces_ev_per_angstrom": [[-0.3, -0.4, -0.4], [1.0, 2.1, -1.0], [-0.4, 0.1, 0.5], [0.5, 0.4, -0.3], [-1.8, -2.2, 1.1], [1.0, -0.7, -1.3], [-1.1, -0.4, -2.1], [-1.5, -1.0, 0.0], [-4.6, -1.3, 0.7], [-0.6, 0.6, -0.8], [-1.1, -0.2, 1.9], [0.4, 0.1, -0.3], [4.1, 0.3, -1.3], [-0.2, -0.1, 0.0], [-0.1, 0.3, -0.1], [0.2, 0.0, 0.3], [0.0, 0.2, -0.2], [0.1, -0.1, 0.3], [1.1, 0.4, 0.7], [0.1, -0.2, -0.2], [-0.1, 0.3, 0.0], [-0.2, -0.2, 0.3], [0.1, 0.2, -0.3], [3.7, 2.0, 2.4]], "total_charge": 2, "relative_energy_kj_mol": 83.5, "multiplicity": 1}



Entry 4:
{"formula": "C2H3O2", "method": "ωB97M-V/def2-TZVPD", "elements": ["C", "C", "O", "O", "H", "H", "H"], "coordinates": [[0.568, 0.347, 0.276], [-0.324, -0.664, -0.243], [-1.416, -0.281, 0.343], [-0.682, 0.687, -0.363], [0.593, 0.535, 1.314], [1.488, 0.630, -0.254], [-0.227, -1.254, -1.072]], "forces_ev_per_angstrom": [[2.9, -0.8, 0.7], [3.3, -1.2, 0.2], [-4.4, -1.2, 2.9], [-0.7, 4.6, -2.7], [-0.3, 0.3, 1.1], [-0.7, 0.0, -0.3], [-0.1, -1.8, -2.0]], "total_charge": 1, "relative_energy_kj_mol": 496.5, "multiplicity": 1}



Entry 5:
{"formula": "C2H3IN2", "method": "ωB97M-V/def2-TZVPD", "elements": ["C", "C", "N", "N", "I", "H", "H", "H"], "coordinates": [[0.065, 0.462, 0.147], [-0.498, -0.833, -0.114], [0.552, 1.071, -0.851], [-0.197, -1.954, -0.423], [-3.052, 0.110, -0.042], [-0.145, 1.067, 1.009], [0.779, 2.017, -0.490], [-0.762, -2.675, -0.652]], "forces_ev_per_angstrom": [[0.0, 1.6, -0.8], [-1.6, -0.9, -0.1], [0.8, 0.6, 0.2], [2.0, 3.4, 1.2], [1.4, -0.7, 0.0], [-0.3, -0.8, 1.1], [0.1, -0.5, -0.8], [-2.3, -2.7, -0.9]], "total_charge": 0, "relative_energy_kj_mol": 69.6, "multiplicity": 1}



Entry 6:
{"formula": "C4H8O2", "method": "ωB97M-V/def2-TZVPD", "elements": ["C", "O", "C", "O", "H", "H", "H", "H", "C", "C", "H", "H", "H", "H"], "coordinates": [[-2.181, -0.079, 0.234], [-0.808, 0.229, -0.231], [-0.289, -0.906, 0.271], [0.316, -0.984, 1.291], [-2.404, -1.087, 0.661], [-2.726, 0.023, -0.686], [-2.381, 0.644, 1.016], [-0.612, -1.761, -0.346], [1.525, 1.155, -0.663], [2.159, 0.154, -0.064], [1.574, 1.270, -1.740], [0.991, 1.928, -0.117], [2.233, 0.067, 1.014], [2.603, -0.653, -0.640]], "forces_ev_per_angstrom": [[-0.5, 0.8, -0.5], [-1.3, -0.8, 1.0], [0.7, -0.9, 0.2], [-0.2, -0.5, 0.3], [0.7, 0.6, -0.4], [-1.0, 0.3, 0.0], [-0.4, 0.1, -0.1], [0.5, -0.3, 0.0], [0.9, 0.2, 0.0], [0.5, 0.5, -0.3], [-0.3, -0.2, 0.0], [0.3, -0.1, 0.0], [-0.1, 0.1, -0.2], [0.2, 0.2, 0.0]], "total_charge": 0, "smiles": "COC=O.C=C", "relative_energy_kj_mol": 329.5, "multiplicity": 1}



Entry 7:
{"formula": "C4H2O4Tl", "method": "ωB97M-V/def2-TZVPD", "elements": ["O", "C", "O", "O", "O", "C", "C", "C", "Tl", "H", "H"], "coordinates": [[-2.692, 0.827, 0.534], [-1.762, 0.078, 0.233], [-1.810, -1.109, -0.101], [-0.482, 0.710, 0.282], [2.901, -0.275, 0.017], [3.508, -0.511, -0.951], [1.786, 0.619, -0.029], [0.576, 0.014, -0.039], [-4.536, -0.950, 0.145], [2.066, 1.638, 0.216], [0.444, -1.040, -0.307]], "forces_ev_per_angstrom": [[0.2, 0.2, 0.1], [-1.3, -0.5, -0.2], [0.5, -0.2, -0.1], [0.2, 0.6, -0.2], [2.5, -1.6, -1.0], [0.2, -0.3, 0.3], [-3.6, 1.8, 0.6], [1.0, 0.0, 0.1], [0.4, 0.2, 0.0], [0.0, -0.4, 0.0], [0.0, 0.1, 0.3]], "total_charge": 1, "relative_energy_kj_mol": 10.9, "multiplicity": 1}